<i>
The following is a quantum chemistry calculation of 2 unconnected molecules or ions with the total composition C3H11NO3, from the OMol25 dataset.

ORCA input file:
```
! wB97M-V def2-TZVPD RIJCOSX def2/J DEFGRID3
* xyz 0 1
O -2.39630 -0.46595 0.75480
O 1.63676 0.15266 2.48160
O 1.35968 -1.38170 -0.66770
N -0.50243 1.77024 0.08299
C -0.55097 0.49414 -0.65774
C -0.97496 -0.67991 0.22219
C 0.88197 -0.10976 -1.23431
H 0.89150 -0.31399 -2.34460
H -0.95134 2.37534 -0.53196
H -0.33911 -0.79341 1.08099
H 1.29870 0.37912 1.62203
H 1.57771 0.76172 -1.17173
H 1.76259 -1.89286 -1.31940
H -1.13754 -1.59065 -0.36145
H -1.22505 0.52979 -1.45303
H -1.03270 1.60327 0.96972
H -2.88494 -0.88142 -0.05127
H 2.58642 0.04335 2.57887
*
```

## Properties
**Molar mass**: 109.12 g mol⁻¹
**LUMO energy**: 0.0222 hartree
**SMILES**: NC(CO)CO.O

<ii>
The following is a quantum chemistry calculation of 3 unconnected molecules or ions with the total composition C3H11NO3, from the OMol25 dataset.

ORCA input file:
```
! wB97M-V def2-TZVPD RIJCOSX def2/J DEFGRID3
* xyz 0 1
O -0.75431 -2.41190 -1.06144
O -0.89049 1.12930 0.08230
O -0.69549 0.64284 -2.76695
N -0.78885 -0.54666 1.55166
C 1.28786 0.23418 0.52132
C -0.19551 0.34687 0.70440
C 2.07365 1.11590 1.49890
H 2.40163 2.04614 1.03244
H -0.57724 -2.12210 -0.13218
H 1.50119 -0.83762 0.60589
H -1.75457 -0.38654 1.79985
H 1.56969 1.25002 2.45113
H -0.25864 -0.78625 2.37652
H -1.24651 -0.14358 -2.99391
H -0.85811 0.81733 -1.80083
H 3.05733 0.68583 1.70220
H 1.55935 0.47724 -0.50363
H 0.01036 -2.12020 -1.55821
*
```

## Properties
**Molar mass**: 109.12 g mol⁻¹
**LUMO energy**: 0.0185 hartree
**SMILES**: CCC(N)=O.O.O

The relative energies come out as <i> 253.9; <ii> 0.0, with values in kJ/mol.

<i>
The following is a quantum chemistry calculation of 2 unconnected molecules or ions with the total composition CHN4S, from the OMol25 dataset.

ORCA input file:
```
! wB97M-V def2-TZVPD RIJCOSX def2/J DEFGRID3
* xyz -1 1
S 2.50244 1.55065 -0.04223
N 1.89071 0.27465 0.58100
N -1.87424 -0.22386 -0.05404
N 1.32895 -0.67981 0.89501
N -2.97839 -0.33659 0.42547
C -0.83162 -0.55371 -0.63992
H -0.03785 -0.03133 -1.16528
*
```

## Properties
**Molar mass**: 101.11 g mol⁻¹
**LUMO energy (alpha / beta)**: 0.1242 / 0.1242 hartree

<ii>
The following is a quantum chemistry calculation of 2 unconnected molecules or ions with the total composition CHN4S, from the OMol25 dataset.

ORCA input file:
```
! wB97M-V def2-TZVPD RIJCOSX def2/J DEFGRID3
* xyz -1 1
S 0.31697 1.58174 -0.23719
N 2.21980 -0.27834 -0.14141
N 1.16144 0.17386 0.16370
N -3.37902 -0.25804 -0.24072
N 3.27127 -0.72154 -0.08719
C -2.27240 -0.28664 0.17619
H -1.31804 -0.21103 0.36662
*
```

## Properties
**Molar mass**: 101.11 g mol⁻¹
**LUMO energy**: 0.1528 hartree

The relative energies come out as <i> 171.2; <ii> 0.0, with values in kJ/mol.

<i>
The following is a quantum chemistry calculation of 2 unconnected molecules or ions with the total composition C5H11NO4, from the OMol25 dataset.

ORCA input file:
```
! wB97M-V def2-TZVPD RIJCOSX def2/J DEFGRID3
* xyz 0 1
O 0.68385 1.15172 0.12261
O -1.23862 1.57650 1.36961
O -0.95843 2.66781 -0.53589
O 0.62004 -2.01430 -1.23953
N -0.83902 -0.87443 0.17691
C -0.67404 1.69455 0.14110
C -2.00578 -1.23835 -0.59927
C 0.46409 -1.42902 -0.18097
C 1.43289 -1.56160 0.96396
C 1.58501 1.66194 -0.85385
H -1.75551 -1.28847 -1.65894
H -2.77875 -0.48112 -0.46123
H 1.18406 2.51471 -1.40987
H 2.42363 -1.28630 0.59546
H 1.80810 0.87771 -1.58411
H -2.36574 -2.20696 -0.24890
H 1.48059 -2.59712 1.31008
H -1.77897 2.37831 1.48571
H 2.49763 1.97507 -0.34043
H -0.94755 -0.60938 1.14977
H 1.16251 -0.91127 1.79778
*
```

## Properties
**Molar mass**: 149.15 g mol⁻¹
**LUMO energy**: 0.0117 hartree
**SMILES**: CNC(C)=O.COC(=O)O

<ii>
The following is a quantum chemistry calculation of 2 unconnected molecules or ions with the total composition C5H11NO4, from the OMol25 dataset.

ORCA input file:
```
! wB97M-V def2-TZVPD RIJCOSX def2/J DEFGRID3
* xyz 0 1
O -1.19371 1.51326 0.02598
O -1.74082 -0.63536 0.77328
O 1.52866 -0.09995 1.88164
O -0.63406 -0.19246 -1.27345
N 3.11188 -0.22631 0.21518
C -1.04605 0.22762 -0.09419
C 2.40947 0.41426 1.23282
C -0.99148 -1.22729 1.88268
C -1.50185 -0.87923 -2.19998
C -0.81552 2.41269 -0.85278
H 2.71261 1.45850 1.47533
H 4.03105 0.11750 0.03867
H 0.04386 -0.74139 2.01346
H -1.08575 -1.94311 -2.52282
H -1.61879 -1.01153 2.91774
H -0.96083 -2.40678 1.72503
H 2.88729 -1.19673 0.14900
H -0.53609 2.07420 -1.87665
H -2.46474 -0.95113 -1.85743
H -1.42391 -0.12606 -3.06645
H -0.71120 3.41927 -0.58705
*
```

## Properties
**Molar mass**: 149.15 g mol⁻¹
**LUMO energy (alpha / beta)**: 0.0299 / 0.0290 hartree

The relative energies come out as <i> 0.0; <ii> 501.1, with values in kJ/mol.